DFT (ωB97M-V with the def2-TZVPD basis set) results for one molecule with the formula C6H11NO.

Values from the calculation:
Multiplicity   1
SMILES   CN/C=C/CCC=O

```
19
Properties=species:S:1:pos:R:3:forces:R:3
O 2.7283 2.5514 -2.1196 0.19 0.10 -0.20
C 2.3032 2.6985 -1.0075 -0.39 0.06 0.32
C 1.8002 1.5582 -0.1635 0.06 -0.16 0.34
C 0.6271 0.8313 -0.8302 -0.44 0.33 -0.48
C 0.3172 -0.4911 -0.1960 0.03 0.19 0.00
C -0.8423 -0.7132 0.4207 0.03 -0.43 0.00
N -1.2183 -1.8419 1.1365 -0.04 -0.12 0.11
C -2.5859 -2.2887 0.9710 -0.27 0.13 0.33
H 2.1959 3.7117 -0.5559 0.18 -0.07 -0.17
H 1.5307 1.9142 0.8359 -0.04 -0.03 -0.11
H 2.6027 0.8282 -0.0299 0.16 0.09 -0.09
H 0.8315 0.7923 -1.9130 0.17 -0.45 0.33
H -0.2838 1.4398 -0.7834 0.11 0.11 0.18
H 1.0952 -1.2513 -0.1780 -0.04 0.00 -0.07
H -1.6303 0.0289 0.4223 0.00 0.24 -0.11
H -0.5604 -2.6061 1.1391 0.16 0.12 -0.14
H -2.8184 -2.6687 -0.0240 0.07 -0.20 -0.15
H -3.2646 -1.4568 1.1494 0.00 0.17 0.03
H -2.8279 -3.0367 1.7261 0.07 -0.10 -0.12
```
Forces are in eV/Å.

Atomic partial charges in e from the natural (NBO) method, atoms 1 to 2: atom 1 (O): -0.519, atom 2 (C): 0.450

DFT (ωB97M-V with the def2-TZVPD basis set) results for a 2-piece molecular cluster, C6H11NO2 overall in a non-equilibrium geometry.

Values from the calculation:
Multiplicity   1
SMILES   C=C(C)C(C)=O.NC=O

```
20
Properties=species:S:1:pos:R:3:forces:R:3
C 1.3716 -0.2323 -1.3248 -0.51 -0.79 0.10
C -0.9841 1.5617 -1.1574 0.00 -0.04 -0.03
C 0.8062 0.1429 0.0243 2.89 1.49 1.10
C -0.1397 1.3002 0.0543 -0.75 -0.29 0.35
C -0.2250 2.0258 1.1682 0.24 -0.12 -0.15
O 1.4086 -0.2097 1.0610 -0.97 0.47 -1.46
H 0.5856 -0.6627 -1.9446 0.00 0.04 -0.21
H 2.1644 -0.9672 -1.2106 -0.02 0.02 0.10
H 1.7653 0.6470 -1.8345 -0.11 0.12 0.11
H -1.7616 2.2873 -0.9272 0.01 0.02 -0.04
H -1.4622 0.6471 -1.5107 -0.05 -0.01 -0.02
H -0.3784 1.9502 -1.9779 -0.03 0.02 -0.04
H 0.4377 1.8368 1.9979 -0.03 -0.15 0.13
H -0.9265 2.8401 1.2653 -0.03 0.15 -0.12
N -0.0367 -2.3320 1.6100 1.46 0.92 0.98
C -0.9601 -2.1308 0.6887 1.38 2.30 -2.11
O -1.7355 -2.8558 0.1293 -0.83 -0.67 0.34
H 0.7139 -1.5305 1.6784 -1.68 -2.22 0.16
H 0.0954 -3.2684 1.9610 0.14 0.15 0.15
H -0.7388 -1.0499 0.2494 -1.13 -1.39 0.66
```
Forces are in eV/Å.

Atomic partial charges in e from the natural (NBO) method, atoms 1 to 2: atom 1 (C): -0.722, atom 2 (C): -0.644

DFT (ωB97M-V with the def2-TZVPD basis set) results for one molecule with the formula C6H11NO2 in a non-equilibrium geometry.

Values from the calculation:
Multiplicity   1
SMILES   C/C=C(\O)[C@H](C)C(N)=O

```
20
Properties=species:S:1:pos:R:3:forces:R:3
C 0.8873 -0.3991 0.8690 0.07 1.60 -1.71
C 1.1914 0.6266 1.9424 0.14 -0.36 0.34
C -2.3213 0.5415 -1.0267 -0.12 0.20 0.05
C 1.4018 0.1608 -0.5753 3.57 -2.04 2.38
C -0.5323 -0.4739 0.4528 -1.02 1.25 -1.73
N 1.5035 -0.8496 -1.5117 -0.41 0.77 -0.16
C -1.0214 0.5705 -0.2857 -1.28 -1.00 1.85
O -1.0326 -1.7329 0.4329 -0.14 -0.23 -0.01
O 2.0163 1.2112 -0.6539 -1.43 -0.03 -0.57
H -1.8838 -1.7432 -0.0250 0.07 0.06 0.10
H 1.2596 -1.3961 1.0820 0.21 -0.02 -0.01
H 1.4567 -1.8149 -1.2227 -0.17 0.27 -0.19
H 1.9255 -0.5946 -2.3942 0.00 -0.26 0.22
H -0.6730 1.5620 -0.0336 0.58 -0.04 -0.32
H 0.5679 0.4509 2.8228 0.21 -0.10 0.04
H 2.2515 0.5811 2.2008 -0.14 0.03 0.14
H 0.9913 1.6352 1.6064 -0.05 0.13 -0.26
H -3.1178 0.9970 -0.4203 0.01 -0.18 -0.21
H -2.2412 1.1357 -1.9433 -0.05 -0.14 0.07
H -2.6296 -0.4681 -1.3168 -0.05 0.10 -0.03
```
Forces are in eV/Å.

Atomic partial charges in e from the natural (NBO) method, atoms 1 to 2: atom 1 (C): -0.369, atom 2 (C): -0.599

DFT (ωB97M-V with the def2-TZVPD basis set) results for one molecule with the formula C6H11NO2 in a non-equilibrium geometry.

Values from the calculation:
Multiplicity   1
SMILES   O[C@@H]1C[C@H]1N[C@@H]1C[C@@H]1O

```
20
Properties=species:S:1:pos:R:3:forces:R:3
C 1.2592 0.8498 -1.5563 -2.80 3.81 3.14
C 0.6875 2.1940 -0.9810 -3.68 0.89 -2.31
C 0.4955 0.8266 -0.1199 -1.95 2.46 -6.68
C -0.7349 -0.4814 1.4356 -1.14 -2.80 -1.82
C 0.0389 -1.7435 0.9825 -0.35 0.94 -2.83
C -1.5579 -1.8222 1.1559 3.43 1.97 1.14
H 2.9316 0.4092 -0.8619 -0.33 2.51 -3.45
H 0.7873 0.2578 -2.2938 -0.76 -0.13 -0.91
H -0.1669 2.8188 -1.6802 1.94 -2.24 2.33
H 1.2864 3.0180 -0.4299 -0.40 -1.97 -1.35
H 1.2165 1.2056 0.4832 1.36 -0.56 3.97
H -1.9229 0.6984 -0.1742 4.80 -1.01 0.89
H -0.5516 -0.0794 2.5242 -0.59 0.05 -2.64
H 0.2872 -1.4824 -0.1541 0.14 -1.42 2.75
H 0.8934 -2.1798 1.5749 -1.61 -0.06 -0.42
H -1.7215 -2.4202 1.9669 -0.76 -1.15 2.33
H -2.3430 -1.3537 -0.5036 -1.01 -1.59 1.90
N -0.8215 0.1330 -0.0089 -2.10 2.92 3.07
O 2.5811 1.0662 -1.6757 3.97 -4.39 3.95
O -2.6444 -1.9147 0.3163 1.83 1.78 -3.06
```
Forces are in eV/Å.

Atomic partial charges in e from the natural (NBO) method, atoms 1 to 2: atom 1 (C): 0.072, atom 2 (C): -0.456

DFT (ωB97M-V with the def2-TZVPD basis set) results for one molecule with the formula C6H11NO3 in a non-equilibrium geometry.

Values from the calculation:
Multiplicity   1
SMILES   CC(C)[C@](N)(C=O)C(=O)O

```
21
Properties=species:S:1:pos:R:3:forces:R:3
C 1.1724 1.3864 -0.6432 1.54 3.75 -0.14
C 1.7671 -0.8978 -0.0733 0.07 0.51 -0.60
C -0.9407 -1.5820 -0.3726 1.59 -2.05 1.38
C -1.8021 0.9487 -0.2667 0.13 -2.17 -1.80
C -0.6620 -0.1812 -0.7031 -0.43 3.00 1.25
C 0.6395 0.2373 0.0315 -0.93 -1.37 2.96
N 0.3045 0.4939 1.4579 -1.53 -2.07 -1.02
O 2.2253 -1.2353 -1.1457 -0.59 0.43 1.43
O 1.1008 2.5637 -0.3101 -0.57 -1.38 0.22
O 2.2268 -1.3811 1.0971 0.71 -0.51 -1.83
H 1.8029 1.1886 -1.4768 0.41 -0.61 -1.34
H 0.0484 -2.1345 -0.0930 -2.10 0.73 -0.30
H -1.6541 -1.6824 0.4112 -0.17 0.14 1.30
H -1.3915 -2.2165 -1.0690 -0.52 -0.53 -1.96
H -2.2372 0.7864 0.6902 -0.16 -0.76 0.99
H -1.3956 1.9350 -0.1900 0.34 0.62 -0.61
H -2.7007 0.8906 -0.9273 0.98 0.24 0.06
H -0.3798 0.0061 -1.7084 -0.40 -0.22 -1.36
H 1.6741 -1.1184 1.8162 -1.11 0.78 0.91
H -0.6573 0.8215 1.6259 0.86 -0.53 -0.48
H 0.8591 1.1711 1.8493 1.89 2.00 0.94
```
Forces are in eV/Å.

Atomic partial charges in e from the natural (NBO) method, atoms 1 to 2: atom 1 (C): 0.409, atom 2 (C): 0.795

DFT (ωB97M-V with the def2-TZVPD basis set) results for a 3-piece molecular cluster, C6H11NO3 overall in a non-equilibrium geometry.

Values from the calculation:
Multiplicity   1

```
21
Properties=species:S:1:pos:R:3:forces:R:3
C -0.7242 -0.3662 -0.7708 -1.10 0.93 0.06
C -0.0578 0.6006 -0.0351 1.87 -1.45 -0.05
C -0.0847 0.7384 1.4577 -0.02 -0.07 -0.11
C 3.0471 -0.2323 -0.5269 0.01 -0.09 -0.20
C -2.3673 1.3707 -0.4473 -0.86 -0.36 -0.52
C 1.7106 -0.8267 -0.1420 0.22 0.46 0.87
N -1.2525 -1.5183 -0.2615 -0.03 0.04 0.12
O -3.4424 0.6630 0.0260 0.20 0.11 0.07
O -2.4725 2.5193 -0.7559 0.26 -0.30 0.22
O 1.5829 -1.9118 0.3502 -0.12 0.30 -0.33
H -3.1442 -0.2510 0.1602 0.02 0.12 -0.06
H -0.6915 -0.2973 -1.8508 -0.06 0.04 0.07
H 0.2887 1.4555 -0.5982 -0.05 0.00 -0.03
H -0.9078 -1.8064 0.6462 0.04 0.07 -0.13
H -1.3150 -2.2937 -0.9035 -0.07 0.10 0.01
H 0.9229 0.8969 1.8465 -0.07 0.09 -0.01
H -0.6960 1.6014 1.7264 -0.04 0.03 0.04
H -0.4917 -0.1368 1.9635 -0.02 -0.01 -0.04
H 3.8677 -0.9308 -0.3373 -0.09 0.01 0.00
H 3.2042 0.6893 0.0377 -0.08 -0.03 -0.02
H 3.0234 0.0364 -1.5850 0.01 0.04 0.03
```
Forces are in eV/Å.

Atomic partial charges in e from the natural (NBO) method, atoms 1 to 2: atom 1 (C): 0.064, atom 2 (C): -0.172

What ΔE to the lowest compared entry with this formula, charge and spin values result from the calculations? In sequence: 1.631, 1.897, 1.726, 9.386, 2.373, 5.611 eV.